Entry from the Open Molecules 2025 dataset: a cluster of 2 separate species, C6H9FO2 in total at a distorted geometry (ωB97M-V/def2-TZVPD).

XYZ file:
```
18
Properties=species:S:1:pos:R:3:forces:R:3:nbo_charge:R:1
C -3.4832 -0.2073 -0.9322 -1.26 3.00 0.77 -0.49
C -2.6163 -0.9590 -0.3569 -0.63 0.66 1.80 0.24
C 1.4498 0.9409 -0.9709 1.57 1.11 -1.04 -0.36
C 1.3783 0.2336 0.1147 -0.38 -3.36 -0.73 -0.07
C 1.4101 -1.3000 -0.1419 -0.49 0.12 1.00 0.78
C 1.0386 0.6680 1.4741 0.29 1.28 -0.51 -0.66
O 0.7766 -1.9693 -0.9230 0.86 0.77 0.33 -0.58
O 2.2454 -1.8178 0.8054 -0.85 3.50 0.54 -0.71
F -2.3331 -0.7418 0.9238 0.89 0.25 1.21 -0.35
H -3.9132 0.7449 -0.4893 0.64 -1.56 -0.40 0.22
H -3.7713 -0.4687 -1.8795 -0.67 -0.36 -2.30 0.20
H 1.6852 0.5201 -1.9350 -0.36 -0.23 -0.13 0.21
H 1.6666 1.9791 -0.8622 -0.49 0.92 -0.16 0.19
H 1.1129 -0.1042 2.1548 -0.24 -1.85 1.29 0.23
H 0.0176 0.9619 1.3160 -0.59 0.51 0.88 0.24
H 1.6675 1.4287 1.9294 -0.10 0.57 -0.51 0.23
H -2.1935 -1.8303 -0.6843 1.12 -1.97 -1.10 0.17
H 2.5851 -2.6477 0.6602 0.69 -3.35 -0.95 0.49
```
Positions in Å, forces in eV/Å.

energy above the lowest of the compared OMol25 structures with the same formula, charge and spin = 43.6 kcal/mol
net charge = 0
energy = -484.29140 hartree
frontier orbital gap = 10.7 eV
HOMO = -9.93 eV
LUMO = 0.779 eV
structure (SMILES) = C=C(C)C(=O)O.C=CF
spin multiplicity = 1